(1)
The following is a DFT calculation (ωB97M-V/def2-TZVPD) of a structure of composition C31H64Ca3NO17P2 in a non-equilibrium geometry.

Values from the calculation:
- Energy above the lowest of the compared OMol25 structures with the same formula, charge and spin: 409.5 kJ/mol
- Molar mass: 905.0 g/mol
- Net charge: -1
- E_LUMO: 1.89 eV
- HOMO-LUMO gap: 0.1734 hartree
- HOMO energy: -2.83 eV

Cartesian coordinates (Å):
Ca (-3.83, 2.42, -0.17)
Ca (-4.95, 6.77, 0.89)
Ca (-1.82, 5.10, 0.58)
P (-1.10, 2.37, 0.61)
O (-2.25, 3.08, 1.44)
O (-0.87, 3.46, -0.45)
O (-2.18, 1.19, 0.38)
O (-0.25, 2.03, 1.88)
P (-4.28, 5.21, -1.08)
O (-4.07, 4.68, 0.33)
O (-3.31, 6.30, -0.68)
O (-5.70, 5.83, -0.97)
O (-3.92, 3.93, -1.73)
O (-2.53, 7.59, 4.11)
C (-3.28, 7.37, 3.05)
O (-2.94, 6.48, 2.25)
O (-4.36, 7.92, 2.89)
H (-3.01, 8.38, 4.39)
C (-3.08, -0.98, -3.36)
C (-3.94, 0.05, -4.14)
C (-4.63, 0.92, -3.01)
O (-3.65, 0.85, -1.89)
C (-2.61, -0.08, -2.16)
H (-2.33, -1.39, -4.04)
H (-3.71, -1.83, -3.08)
H (-4.58, -0.59, -4.76)
H (-3.31, 0.69, -4.74)
H (-5.55, 0.41, -2.73)
H (-4.70, 1.99, -3.22)
H (-2.29, -0.82, -1.43)
H (-1.72, 0.50, -2.41)
C (-1.34, 3.41, -4.94)
C (-1.20, 3.28, -6.47)
C (-2.30, 4.12, -7.04)
O (-2.53, 5.16, -6.00)
C (-2.35, 4.52, -4.72)
H (-0.42, 3.80, -4.50)
H (-1.62, 2.52, -4.37)
H (-1.25, 2.23, -6.77)
H (-0.24, 3.66, -6.81)
H (-3.23, 3.55, -7.11)
H (-2.28, 4.48, -8.07)
H (-3.27, 4.08, -4.34)
H (-2.06, 5.22, -3.94)
C (-8.71, 9.25, 0.10)
C (-9.06, 9.19, 1.59)
C (-7.81, 8.52, 2.17)
O (-7.07, 7.86, 1.10)
C (-7.84, 8.01, -0.09)
H (-8.13, 10.16, -0.06)
H (-9.62, 9.31, -0.50)
H (-10.02, 8.70, 1.75)
H (-9.21, 10.19, 2.01)
H (-8.17, 7.80, 2.90)
H (-7.15, 9.25, 2.63)
H (-8.44, 7.13, -0.31)
H (-7.18, 8.14, -0.95)
C (-7.97, 2.01, -2.53)
C (-8.36, 0.81, -1.72)
C (-7.39, 0.83, -0.51)
O (-6.45, 1.87, -0.81)
C (-7.04, 2.85, -1.63)
H (-8.77, 2.64, -2.90)
H (-7.39, 1.73, -3.41)
H (-8.18, -0.03, -2.39)
H (-9.43, 0.80, -1.52)
H (-6.87, -0.13, -0.45)
H (-7.85, 0.91, 0.47)
H (-6.37, 3.47, -2.24)
H (-7.67, 3.64, -1.22)
C (-5.12, 10.27, -1.94)
C (-4.70, 11.23, -0.83)
C (-4.88, 10.36, 0.44)
O (-4.55, 9.05, -0.05)
C (-4.44, 9.02, -1.42)
H (-4.69, 10.50, -2.91)
H (-6.12, 9.92, -2.20)
H (-5.18, 12.20, -0.71)
H (-3.61, 11.31, -0.84)
H (-5.91, 10.30, 0.78)
H (-4.11, 10.74, 1.11)
H (-4.95, 8.19, -1.90)
H (-3.39, 9.09, -1.68)
C (-6.74, 4.17, 4.30)
C (-7.14, 3.48, 3.02)
C (-6.85, 4.54, 1.94)
O (-5.87, 5.44, 2.48)
C (-5.63, 5.15, 3.88)
H (-6.53, 3.37, 5.00)
H (-7.47, 4.73, 4.88)
H (-8.13, 3.03, 3.05)
H (-6.59, 2.59, 2.69)
H (-7.78, 5.08, 1.76)
H (-6.54, 4.09, 1.00)
H (-5.68, 6.04, 4.50)
H (-4.69, 4.62, 4.02)
C (-1.18, 8.81, 0.27)
C (-0.06, 7.89, -0.24)
N (0.10, 6.53, 0.22)
C (0.60, 6.67, 1.64)
C (0.75, 5.37, 2.51)
C (1.10, 5.89, -0.64)
C (2.62, 6.30, -0.42)
H (-2.14, 8.59, -0.22)
H (-1.00, 9.81, -0.12)
H (-1.27, 8.87, 1.35)
H (-0.12, 7.93, -1.33)
H (0.81, 8.49, 0.03)
H (1.54, 7.23, 1.69)
H (-0.13, 7.30, 2.16)
H (1.14, 5.67, 3.49)
H (-0.22, 4.90, 2.64)
H (1.38, 4.58, 2.10)
H (0.73, 6.01, -1.65)
H (1.03, 4.81, -0.46)
H (2.88, 5.73, 0.48)
H (2.74, 7.36, -0.24)
H (3.16, 5.88, -1.26)



(2)
The following is a DFT calculation (ωB97M-V/def2-TZVPD) of a cluster of 9 separate species, C24H42Cl16F4NO2S in total in a non-equilibrium geometry.

Values from the calculation:
- Molar mass: 1051.9 g/mol
- Net charge: +1
- E_LUMO: -4.44 eV
- HOMO-LUMO gap: 0.2765 hartree
- HOMO energy: -11.96 eV

Cartesian coordinates (Å):
C (-1.93, 1.94, -2.19)
C (-1.59, 1.26, -3.29)
C (-1.28, -0.26, -3.28)
S (0.51, -0.50, -3.58)
C (0.94, -2.30, -3.73)
C (-0.29, -3.21, -4.06)
C (-0.78, -4.09, -2.88)
F (-0.35, -3.64, -1.67)
F (-0.32, -5.34, -3.05)
F (-2.12, -4.09, -2.80)
C (1.51, 0.06, -2.09)
O (2.64, 0.13, -2.30)
N (0.94, 0.38, -0.82)
C (1.00, -0.69, 0.12)
O (2.00, -1.07, 0.54)
F (-0.13, -1.28, 0.56)
H (-1.96, 3.04, -2.25)
H (-2.16, 1.39, -1.27)
H (-1.55, 1.76, -4.27)
H (-1.69, -0.79, -2.40)
H (-1.80, -0.67, -4.18)
H (1.53, -2.64, -2.86)
H (1.64, -2.35, -4.59)
H (0.06, -3.93, -4.84)
H (-1.16, -2.69, -4.50)
H (-0.01, 0.77, -0.91)
Cl (-2.95, 5.42, -1.88)
C (-2.75, 6.46, -0.44)
C (-1.88, 5.80, 0.61)
Cl (-2.68, 4.39, 1.36)
H (-3.74, 6.71, -0.05)
H (-2.27, 7.39, -0.78)
H (-1.67, 6.51, 1.41)
H (-0.93, 5.47, 0.20)
Cl (2.36, -9.16, -4.26)
C (1.35, -8.26, -3.09)
C (0.78, -9.16, -2.02)
Cl (-0.43, -10.29, -2.66)
H (0.57, -7.76, -3.64)
H (1.99, -7.51, -2.63)
H (0.29, -8.56, -1.26)
H (1.56, -9.75, -1.53)
Cl (-2.44, -9.24, 1.65)
C (-0.91, -8.45, 2.10)
C (-0.88, -7.00, 1.69)
Cl (-0.81, -6.80, -0.08)
H (-0.10, -9.01, 1.65)
H (-0.82, -8.53, 3.18)
H (0.02, -6.52, 2.09)
H (-1.75, -6.46, 2.06)
Cl (3.24, 0.18, 5.11)
C (2.51, 0.76, 3.59)
C (3.50, 1.51, 2.74)
Cl (3.96, 3.07, 3.46)
H (1.64, 1.37, 3.85)
H (2.15, -0.12, 3.05)
H (3.05, 1.74, 1.77)
H (4.40, 0.93, 2.57)
Cl (-2.34, 9.51, -1.41)
C (-1.52, 10.24, -2.81)
C (-0.93, 9.20, -3.73)
Cl (0.44, 8.35, -2.98)
H (-0.76, 10.93, -2.43)
H (-2.27, 10.83, -3.34)
H (-0.55, 9.68, -4.63)
H (-1.67, 8.46, -4.01)
Cl (7.93, 0.71, 5.26)
C (7.05, -0.06, 3.92)
C (7.65, -1.39, 3.52)
Cl (9.25, -1.20, 2.76)
H (7.03, 0.64, 3.08)
H (6.02, -0.21, 4.26)
H (7.00, -1.88, 2.79)
H (7.76, -2.05, 4.38)
Cl (2.18, -4.71, 3.26)
C (1.20, -3.77, 4.42)
C (0.66, -4.63, 5.54)
Cl (-0.58, -5.76, 4.94)
H (0.41, -3.28, 3.87)
H (1.86, -3.00, 4.83)
H (0.18, -4.00, 6.29)
H (1.44, -5.20, 6.02)
Cl (-6.67, 9.54, 1.97)
C (-7.60, 8.88, 0.61)
C (-7.00, 7.60, 0.08)
Cl (-5.43, 7.87, -0.72)
H (-7.66, 9.64, -0.17)
H (-8.61, 8.69, 0.97)
H (-7.66, 7.15, -0.66)
H (-6.84, 6.87, 0.88)



(3)
The following is a DFT calculation (ωB97M-V/def2-TZVPD) of a cluster of 3 separate species, C6H10F3O4 in total in a non-equilibrium geometry.

Values from the calculation:
- Energy above the lowest of the compared OMol25 structures with the same formula, charge and spin: 0.0 kJ/mol
- Molar mass: 203.1 g/mol
- Net charge: -1
- E_LUMO: 3.01 eV
- HOMO-LUMO gap: 0.2817 hartree
- HOMO energy: -4.65 eV

Cartesian coordinates (Å):
O (-3.14, 1.70, 0.47)
H (-2.29, 0.70, -0.29)
C (-3.78, 1.64, 1.56)
F (-4.86, 0.77, 1.56)
F (-4.32, 2.84, 1.95)
F (-3.05, 1.23, 2.66)
C (-1.60, -0.27, -1.14)
O (-0.20, -0.17, -1.30)
C (0.40, 0.78, -0.45)
C (1.91, 0.73, -0.58)
O (2.53, -0.27, 0.20)
C (2.53, -1.55, -0.35)
C (3.33, -2.51, 0.48)
O (3.94, -2.23, 1.48)
H (-1.83, -1.14, -0.49)
H (-2.06, 0.11, -2.08)
H (0.12, 0.59, 0.61)
H (0.06, 1.80, -0.70)
H (2.19, 0.62, -1.64)
H (2.32, 1.69, -0.22)
H (1.51, -1.97, -0.45)
H (3.32, -3.55, 0.09)
H (2.96, -1.56, -1.37)



(4)
The following is a DFT calculation (ωB97M-V/def2-TZVPD) of a structure of composition C18H33FN9Pt in a non-equilibrium geometry.

Values from the calculation:
- Molar mass: 589.6 g/mol
- Net charge: +3
- E_LUMO: -10.79 eV
- HOMO-LUMO gap: 0.1968 hartree
- HOMO energy: -16.15 eV

Cartesian coordinates (Å):
Pt (0.54, 0.13, 0.08)
C (2.74, 1.72, 2.42)
C (1.76, 2.47, 1.50)
N (0.38, 1.90, 1.26)
C (-0.49, 1.72, 2.44)
C (-0.38, 0.34, 3.00)
N (-0.46, -0.68, 1.94)
C (-0.06, -2.00, 2.47)
C (-0.10, -3.16, 1.49)
C (-0.22, -2.85, 0.01)
N (0.75, -1.90, -0.56)
C (2.21, -2.28, -0.48)
C (2.93, -1.76, 0.76)
N (2.75, -0.31, 0.89)
C (3.04, 0.22, 2.23)
H (2.42, 1.84, 3.46)
H (3.67, 2.27, 2.33)
H (2.20, 2.60, 0.51)
H (1.65, 3.46, 1.94)
H (-0.08, 2.57, 0.65)
H (-1.51, 1.91, 2.13)
H (-0.24, 2.44, 3.22)
H (-1.18, 0.21, 3.74)
H (0.55, 0.20, 3.54)
H (-1.43, -0.75, 1.63)
H (-0.69, -2.26, 3.32)
H (0.95, -1.88, 2.87)
H (-0.97, -3.78, 1.71)
H (0.77, -3.79, 1.67)
H (-1.21, -2.46, -0.22)
H (-0.13, -3.80, -0.51)
H (0.51, -1.83, -1.55)
H (2.69, -1.89, -1.37)
H (2.30, -3.37, -0.49)
H (3.99, -2.02, 0.67)
H (2.57, -2.24, 1.66)
H (3.30, 0.17, 0.19)
H (4.09, 0.05, 2.49)
H (2.46, -0.37, 2.94)
N (3.52, 0.91, -4.25)
N (2.55, 1.20, -3.36)
N (1.68, 2.15, -3.58)
C (0.89, 2.05, -2.53)
N (1.29, 1.06, -1.72)
N (2.37, 0.52, -2.27)
H (3.59, 1.57, -5.01)
H (4.33, 0.41, -3.93)
H (0.04, 2.70, -2.36)
F (-7.34, 0.35, -3.09)
C (-6.15, 0.37, -2.61)
C (-5.05, 0.21, -3.49)
C (-3.81, 0.22, -2.98)
C (-3.58, 0.49, -1.57)
C (-2.33, 0.63, -1.08)
C (-4.74, 0.61, -0.71)
C (-5.99, 0.60, -1.22)
H (-5.25, 0.11, -4.55)
H (-2.96, 0.00, -3.62)
H (-2.19, 0.93, -0.05)
H (-1.48, 0.59, -1.75)
H (-4.60, 0.69, 0.36)
H (-6.87, 0.78, -0.61)



(5)
The following is a DFT calculation (ωB97M-V/def2-TZVPD) of a structure of composition C21H36ClN2O2 in a non-equilibrium geometry.

Values from the calculation:
- Energy above the lowest of the compared OMol25 structures with the same formula, charge and spin: 0.0 kJ/mol
- Molar mass: 384.0 g/mol
- Net charge: +1
- E_LUMO: -6.12 eV
- HOMO-LUMO gap: 0.0753 hartree
- HOMO energy: -8.17 eV

Cartesian coordinates (Å):
C (-0.10, -2.97, 5.83)
N (0.47, -2.19, 4.68)
C (1.25, -1.13, 5.05)
C (1.25, 0.00, 4.36)
C (0.32, 0.11, 3.15)
C (-0.46, -1.08, 2.83)
C (-0.36, -2.22, 3.51)
C (0.15, 1.40, 2.29)
C (0.27, 2.77, 2.94)
C (0.40, 3.84, 2.20)
N (0.17, 3.68, 0.85)
C (-0.13, 2.53, 0.17)
C (-0.15, 1.38, 0.85)
C (0.00, 4.99, 0.11)
H (-1.24, -3.23, 5.72)
H (0.07, -2.37, 6.71)
H (0.44, -3.97, 5.98)
H (1.92, -1.07, 5.92)
H (1.76, 0.81, 4.83)
H (-1.22, -1.35, 1.93)
H (-0.85, -3.21, 3.29)
H (0.64, 2.74, 4.09)
H (0.88, 4.72, 2.64)
H (-0.49, 2.49, -0.88)
H (-0.37, 0.39, 0.24)
H (0.61, 5.22, -0.69)
H (0.30, 5.87, 0.76)
H (-1.08, 5.19, -0.30)
Cl (-1.51, 0.20, -2.30)
C (-3.16, -2.97, 2.80)
C (-2.03, -3.02, 1.81)
C (-2.29, -2.45, 0.42)
C (-1.45, -2.75, -0.47)
C (-1.82, -2.24, -1.89)
H (-3.56, -1.87, 3.10)
H (-2.73, -3.52, 3.61)
H (-4.00, -3.58, 2.33)
H (-1.80, -4.06, 1.80)
H (-1.12, -2.75, 2.26)
H (-2.35, -1.38, 0.26)
H (-3.09, -2.91, 0.02)
H (-1.33, -4.01, -0.44)
H (-0.42, -2.36, -0.08)
H (-2.91, -2.41, -2.29)
H (-1.08, -2.47, -2.48)
H (-1.68, -1.21, -1.78)
C (5.03, 1.67, -4.87)
O (3.65, 1.87, -4.61)
C (2.68, 1.46, -5.53)
C (1.42, 1.65, -5.34)
O (0.59, 1.05, -6.30)
C (-0.72, 0.74, -5.75)
H (5.22, 2.60, -5.58)
H (5.20, 0.58, -5.20)
H (5.46, 2.14, -3.90)
H (3.12, 0.50, -5.74)
H (2.91, 1.93, -6.49)
H (1.25, 2.74, -5.27)
H (1.28, 1.35, -4.39)
H (-1.07, 1.61, -5.17)
H (-0.82, 0.02, -4.96)
H (-1.29, 0.52, -6.59)



(6)
The following is a DFT calculation (ωB97M-V/def2-TZVPD) of a cluster of 8 separate species, C9H27N8O15P in total in a non-equilibrium geometry.

Values from the calculation:
- SMILES: C[N+](=O)[O-].C[N+](=O)[O-].C[N+](=O)[O-].C[N+](=O)[O-].C[N+](=O)[O-].C[N+](=O)[O-].C[N+](=O)[O-].C#C[PH2](N)O
- Molar mass: 518.3 g/mol
- E_LUMO: -0.14 eV
- HOMO-LUMO gap: 0.3396 hartree
- HOMO energy: -9.38 eV

Cartesian coordinates (Å):
C (-1.64, -0.76, 0.63)
C (-0.64, -0.98, 0.00)
P (0.83, -1.25, -0.94)
N (1.25, -2.63, 0.13)
O (0.47, 0.07, -1.95)
H (-2.60, -0.90, 1.08)
H (2.02, -0.60, -0.64)
H (0.75, -2.12, -2.04)
H (1.46, -3.47, -0.40)
H (0.46, -2.84, 0.72)
H (-0.13, -0.24, -2.64)
C (-5.47, 1.14, -0.07)
N (-5.07, -0.16, 0.55)
O (-5.02, -0.22, 1.76)
O (-4.80, -1.07, -0.21)
H (-5.66, 1.85, 0.72)
H (-4.65, 1.46, -0.70)
H (-6.35, 0.95, -0.67)
C (4.66, -2.40, -0.42)
N (4.57, -1.73, -1.74)
O (4.01, -2.32, -2.64)
O (5.05, -0.62, -1.83)
H (4.19, -3.37, -0.50)
H (5.72, -2.49, -0.17)
H (4.15, -1.78, 0.31)
C (-9.23, 0.87, 1.44)
N (-9.26, 1.32, 0.02)
O (-9.87, 0.65, -0.78)
O (-8.65, 2.34, -0.24)
H (-9.81, -0.04, 1.52)
H (-8.20, 0.71, 1.71)
H (-9.66, 1.67, 2.04)
C (2.83, 2.31, 0.01)
N (3.21, 1.92, 1.40)
O (3.41, 2.81, 2.21)
O (3.29, 0.74, 1.64)
H (2.80, 3.39, -0.06)
H (3.58, 1.88, -0.65)
H (1.86, 1.88, -0.19)
C (3.71, 3.53, 5.41)
N (3.77, 2.91, 6.76)
O (4.85, 2.84, 7.31)
O (2.73, 2.51, 7.23)
H (4.71, 3.85, 5.14)
H (3.33, 2.79, 4.72)
H (3.03, 4.38, 5.48)
C (0.13, 3.67, -4.37)
N (0.19, 3.13, -2.98)
O (1.26, 3.08, -2.43)
O (-0.86, 2.76, -2.50)
H (1.13, 3.96, -4.66)
H (-0.26, 2.89, -5.01)
H (-0.54, 4.52, -4.35)
C (2.56, -5.95, -2.66)
N (2.92, -6.28, -1.25)
O (3.06, -5.36, -0.48)
O (3.05, -7.45, -0.98)
H (2.50, -4.88, -2.76)
H (3.34, -6.36, -3.29)
H (1.61, -6.44, -2.87)



(7)
The following is a DFT calculation (ωB97M-V/def2-TZVPD) of an isolated molecule of C3H5NO2.

Values from the calculation:
- Energy above the lowest of the compared OMol25 structures with the same formula, charge and spin: 129.3 kJ/mol
- SMILES: [H]/N=C1/COCO1
- Molar mass: 87.1 g/mol
- E_LUMO: 0.89 eV
- HOMO-LUMO gap: 0.4137 hartree
- HOMO energy: -10.37 eV

Cartesian coordinates (Å):
N (1.84, -1.05, -0.43)
C (0.77, -0.41, -0.26)
C (-0.45, -0.91, 0.49)
O (-1.46, 0.00, 0.11)
C (-0.79, 1.20, -0.12)
O (0.49, 0.86, -0.66)
H (2.55, -0.47, -0.90)
H (-0.73, -1.93, 0.22)
H (-0.26, -0.85, 1.57)
H (-1.35, 1.80, -0.83)
H (-0.62, 1.76, 0.81)



(8)
The following is a DFT calculation (ωB97M-V/def2-TZVPD) of a structure of composition C17H27Cl2IrOS3Sb.

Values from the calculation:
- Energy above the lowest of the compared OMol25 structures with the same formula, charge and spin: 80.7 kJ/mol
- Molar mass: 728.5 g/mol
- Net charge: +1
- E_LUMO: -3.96 eV
- HOMO-LUMO gap: 0.2486 hartree
- HOMO energy: -10.72 eV

Cartesian coordinates (Å):
Ir (0.81, 1.69, 0.11)
Cl (2.91, 0.65, -0.33)
C (2.86, 0.31, -2.05)
C (4.03, -0.08, -2.65)
C (4.00, -0.39, -4.00)
C (2.80, -0.31, -4.70)
C (1.65, 0.09, -4.05)
Cl (0.17, 0.18, -4.94)
C (1.64, 0.43, -2.70)
S (0.13, 0.93, -1.95)
H (4.95, -0.14, -2.08)
H (4.91, -0.70, -4.51)
H (2.76, -0.55, -5.75)
C (1.15, -2.49, -0.42)
C (-0.23, -2.31, 0.20)
C (-0.51, -3.39, 1.25)
Sb (-0.52, -0.33, 0.99)
C (-2.64, -0.02, 0.82)
C (-3.47, -1.20, 1.31)
C (-3.03, 0.33, -0.61)
C (-0.02, -0.30, 3.08)
C (1.43, -0.73, 3.24)
C (-0.95, -1.08, 4.01)
H (1.24, -3.51, -0.81)
H (1.95, -2.36, 0.32)
H (1.33, -1.80, -1.26)
H (-0.98, -2.35, -0.59)
H (0.29, -3.43, 1.99)
H (-0.54, -4.37, 0.76)
H (-1.45, -3.26, 1.77)
H (-2.83, 0.85, 1.47)
H (-3.34, -2.07, 0.66)
H (-4.53, -0.93, 1.28)
H (-3.23, -1.51, 2.33)
H (-2.81, -0.49, -1.30)
H (-2.53, 1.23, -0.98)
H (-4.11, 0.52, -0.66)
H (-0.11, 0.76, 3.31)
H (1.57, -1.78, 2.96)
H (1.74, -0.63, 4.28)
H (2.11, -0.13, 2.63)
H (-0.92, -2.15, 3.81)
H (-1.99, -0.75, 3.94)
H (-0.63, -0.93, 5.04)
C (-1.33, 5.48, -1.25)
O (0.03, 5.19, -0.83)
C (0.25, 4.20, -0.02)
S (1.88, 3.80, 0.37)
S (-0.97, 3.13, 0.58)
H (-1.25, 6.37, -1.86)
H (-1.94, 5.67, -0.37)
H (-1.71, 4.64, -1.82)



(9)
The following is a DFT calculation (ωB97M-V/def2-TZVPD) of an isolated molecule of C2H3F3O in a non-equilibrium geometry.

Values from the calculation:
- Energy above the lowest of the compared OMol25 structures with the same formula, charge and spin: 384.7 kJ/mol
- SMILES: CC(F)(F)OF
- Molar mass: 100.0 g/mol
- E_LUMO: 0.00 eV
- HOMO-LUMO gap: 0.4508 hartree
- HOMO energy: -12.26 eV

Cartesian coordinates (Å):
C (1.13, 0.02, -0.03)
C (-0.40, -0.16, -0.01)
O (-1.13, 1.00, 0.44)
F (-0.78, -0.56, -1.23)
F (-0.85, -1.17, 0.78)
F (-2.55, 0.81, 0.16)
H (1.54, -0.14, -1.12)
H (1.50, -0.82, 0.52)
H (1.56, 1.02, 0.50)